Entry 1:
Entry from the OMol25 dataset: a cluster of 2 separate species, C6H13NO2 in total (ωB97M-V with the def2-TZVPD basis set).

## Properties
**Multiplicity**: 1
**Structure (SMILES)**: C=CC[C@H](C=O)NC.O
**ΔE to the lowest compared entry with this formula, charge and spin**: 61.88 kcal/mol
**Charge**: 0
**E_HOMO**: -0.3373 hartree

Last column: Löwdin charge in e.
Atoms and positions in Å:
C (-0.0302, 1.9464, -0.4055)  -0.0948
N (-0.5173, 0.8416, -1.2102)  -0.0424
C (-0.8920, -0.3214, -0.4731)  -0.3393
C (0.1386, -0.9793, 0.5157)  -0.1651
C (1.3885, -1.5729, -0.0890)  -0.1635
C (2.3941, -0.7870, -0.4492)  0.0080
C (-1.4570, -1.4508, -1.2743)  -0.2321
O (-1.3351, -1.6111, -2.4602)  0.0751
H (-0.4826, 1.9344, 0.5926)  0.0490
H (1.0502, 1.9516, -0.2581)  0.0716
H (-0.3940, 2.8956, -0.8000)  0.0882
H (0.0977, 0.6302, -1.9601)  0.1048
H (-1.6449, -0.0323, 0.2721)  0.1398
H (0.5037, -0.2438, 1.2361)  0.0988
H (-0.3424, -1.7363, 1.1391)  0.1140
H (1.4341, -2.6236, -0.3547)  0.1010
H (2.3414, 0.2901, -0.3140)  0.0411
H (3.3367, -1.0590, -0.9059)  0.0556
H (-2.1086, -2.1510, -0.7139)  0.1320
H (-0.9779, 1.0477, 3.3142)  0.0394
H (-0.9776, 1.4869, 1.8990)  -0.0276
O (-1.5253, 1.5439, 2.6993)  -0.0535

Cartesian forces, eV/Å:
-0.47 0.20 0.25
-0.30 0.00 0.53
0.13 -0.48 1.50
1.03 -0.37 0.19
0.05 0.38 -0.80
0.32 0.64 -0.07
-0.89 0.13 -0.65
0.40 0.18 0.05
0.21 -0.11 -0.54
0.07 0.19 -0.05
0.38 0.05 -0.28
0.47 -0.25 -0.71
-0.45 0.08 -0.44
-0.28 0.31 -0.10
-0.34 0.02 -0.19
-0.11 -0.09 0.26
-0.15 -0.04 0.31
-0.19 -0.62 -0.07
0.29 -0.05 0.29
-0.15 -0.03 0.42
-0.52 0.11 0.43
0.49 -0.24 -0.33


Entry 2:
Entry from the OMol25 dataset: a cluster of 2 separate species, C6H13NO2 in total (ωB97M-V with the def2-TZVPD basis set).

## Properties
**Multiplicity**: 1
**Structure (SMILES)**: CC[C@@H](O)C(C)=O.C=N
**ΔE to the lowest compared entry with this formula, charge and spin**: 60.49 kcal/mol
**Charge**: 0
**E_HOMO**: -0.3190 hartree

Last column: Löwdin charge in e.
Atoms and positions in Å:
C (-0.9730, -0.1860, -2.0424)  -0.0478
C (1.5108, 0.2277, -0.2142)  -0.1638
C (1.9672, -1.2206, -0.2098)  -0.1273
N (-1.2698, 1.0197, -1.7847)  0.0466
H (-0.8077, 1.6515, -0.4181)  0.0776
H (-1.3293, 1.6544, -2.5782)  0.0892
H (-0.8297, -0.5929, -3.0439)  0.0883
H (-0.9481, -0.9071, -1.2307)  0.0747
H (1.2231, 0.5547, -1.2150)  0.0674
H (2.3730, 0.8610, 0.0241)  0.0941
H (2.7741, -1.3715, -0.9284)  0.0726
H (2.3912, -1.4987, 0.7504)  0.0694
H (1.1454, -1.9130, -0.3714)  0.0596
C (-1.8223, -0.2052, 1.5564)  -0.0091
C (-0.3191, -0.3041, 1.5846)  -0.4214
C (0.4507, 0.8612, 0.9786)  -0.3255
O (0.2431, -1.1826, 2.1997)  0.0711
O (-0.3210, 1.8920, 0.5367)  -0.1046
H (1.1474, 1.2305, 1.7428)  0.1470
H (-2.1351, 0.4099, 2.3986)  0.0985
H (-2.2175, 0.2230, 0.6378)  0.0583
H (-2.2533, -1.2039, 1.6270)  0.0851

Cartesian forces, eV/Å:
-0.80 0.33 -0.23
0.01 1.70 1.43
-0.12 0.11 0.60
0.06 -0.32 -0.26
1.28 0.31 2.72
0.09 -0.29 -0.19
0.06 0.16 -0.05
0.22 0.07 0.12
-0.33 -0.03 0.28
0.12 -0.20 -0.31
-0.25 -0.01 -0.28
-0.07 0.04 0.22
-0.01 -0.20 -0.27
-0.31 -0.69 -0.60
-0.14 0.62 0.71
1.73 -2.13 -1.52
0.06 -0.11 -0.27
-1.44 0.41 -2.53
-0.27 -0.14 -0.01
-0.07 0.04 -0.02
0.11 0.34 0.07
0.08 -0.01 0.40


Entry 3:
Entry from the OMol25 dataset: the molecule C6H13NO2S (ωB97M-V with the def2-TZVPD basis set).

## Properties
**Multiplicity**: 1
**Structure (SMILES)**: CC(C)[C@@H]1[C@@H](N)CS1(=O)=O
**ΔE to the lowest compared entry with this formula, charge and spin**: 55.89 kcal/mol
**Charge**: 0
**E_HOMO**: -0.3412 hartree

Last column: Löwdin charge in e.
Atoms and positions in Å:
C (-0.0881, -2.3608, 1.2116)  -0.1680
C (-0.7187, -0.9749, 1.1891)  -0.3512
C (0.0185, -0.5703, -0.3184)  -0.2900
C (1.7853, 0.7747, -1.5480)  -0.0530
C (-0.0458, 1.8591, -0.1848)  -0.0419
C (0.8582, 0.6001, -0.3063)  -0.4607
N (-2.1182, -0.9186, 1.3202)  0.0361
O (2.1699, -2.3841, -0.2029)  -0.3000
O (0.1462, -3.0873, -1.3213)  -0.3032
S (0.7581, -2.2477, -0.3507)  0.6659
H (0.6521, -2.5289, 1.9663)  0.1061
H (-0.6902, -3.1307, 1.2075)  0.0465
H (-0.2127, -0.3504, 1.8591)  0.1165
H (-0.7852, -0.5587, -1.1267)  0.1525
H (1.0612, 0.5936, -2.4662)  0.1314
H (2.4759, 0.0185, -1.5598)  0.0277
H (2.1906, 1.7931, -1.4878)  0.0807
H (-0.7792, 1.8220, -0.9197)  0.0619
H (0.5699, 2.7019, -0.3508)  0.0629
H (-0.5527, 1.8903, 0.7679)  0.0740
H (1.6963, 0.3935, 0.5340)  0.1869
H (-2.5644, -0.0262, 1.5451)  0.0834
H (-2.6919, -1.4469, 0.5723)  0.1354

Cartesian forces, eV/Å:
2.97 2.79 0.12
1.21 -0.17 -3.33
-2.71 -2.16 0.11
-4.45 0.96 -0.97
1.66 -1.56 1.59
3.20 1.27 0.91
-2.29 -1.05 -1.21
1.08 0.73 0.24
-0.96 -0.43 -1.05
-0.76 0.47 0.89
0.36 0.13 0.67
-3.50 -3.93 -0.02
0.35 1.02 1.23
0.97 0.02 0.82
1.69 0.82 1.33
2.03 -1.62 -0.15
0.12 -0.48 -0.50
-1.32 -0.11 -1.56
0.41 1.17 0.13
-0.04 0.26 0.40
-2.13 1.06 -1.04
0.60 -0.47 -0.33
1.51 1.28 1.71


Entry 4:
Entry from the OMol25 dataset: the molecule C6H13NO3 (ωB97M-V with the def2-TZVPD basis set).

## Properties
**Multiplicity**: 1
**Structure (SMILES)**: CO[C@@H](C)[C@@H](CN)C(=O)O
**ΔE to the lowest compared entry with this formula, charge and spin**: 65.11 kcal/mol
**Charge**: 0
**E_HOMO**: -0.3426 hartree

Last column: Löwdin charge in e.
Atoms and positions in Å:
C (-2.7395, -0.2135, 1.0353)  -0.0995
O (-1.3515, -0.0769, 1.2020)  -0.1718
C (-0.6827, 0.5227, 0.1119)  -0.3852
C (-0.8338, 2.0392, 0.1394)  -0.0236
C (0.7852, 0.1003, 0.1888)  -0.1932
C (0.9825, -1.4280, 0.3005)  -0.2174
N (1.1810, -1.8228, -1.0898)  -0.0299
C (1.5455, 0.4255, -1.0895)  -0.3439
O (1.1101, 0.8243, -2.1463)  0.1254
H (-3.2513, 0.7622, 0.9878)  0.0850
H (-2.9710, -0.7803, 0.1163)  0.0962
H (-3.1226, -0.7682, 1.9001)  0.0929
H (-1.1070, 0.1186, -0.8238)  0.1562
H (-1.8884, 2.3319, 0.0530)  0.0776
H (-0.4288, 2.4435, 1.0784)  0.0932
H (-0.2869, 2.5042, -0.6912)  0.0849
H (1.2760, 0.5893, 1.0437)  0.1560
H (1.8712, -1.6319, 0.9218)  0.1130
H (0.1313, -1.9556, 0.7407)  0.1212
H (0.8939, -2.7672, -1.3192)  0.0717
H (2.3255, -1.6444, -1.3418)  0.1713
O (3.1120, 0.1325, -1.1037)  -0.0486
H (3.4491, 0.2948, -0.2145)  0.0685

Cartesian forces, eV/Å:
-0.35 0.00 -0.13
0.30 -0.13 0.39
-0.09 0.24 -0.60
0.04 0.25 -0.07
0.67 -0.23 0.62
0.52 -0.07 -0.26
3.84 -0.53 -1.04
1.36 1.20 -3.13
1.12 -0.64 2.86
0.11 -0.25 0.01
0.02 0.15 0.20
0.13 0.16 -0.21
0.17 0.10 0.10
0.27 -0.05 0.04
-0.16 -0.15 -0.17
-0.18 -0.18 0.14
-0.19 0.11 -0.14
-0.33 -0.03 -0.01
0.06 0.41 -0.08
0.29 0.04 0.18
-4.31 -1.15 0.74
-3.26 0.80 0.42
-0.04 -0.06 0.14